Entry 1:
One molecule with the formula C15H21NO at a distorted geometry. Source: OMol25; level of theory: ωB97M-V with the def2-TZVPD basis set.

Computed properties:
Kohn-Sham gap = 9.275 eV
Spin multiplicity = 1
Energy relative to the best compared isomer or geometry (same formula, charge and spin) = 16.4 kcal/mol
Structure (SMILES) = CC(C)(O)c1ccc2c(c1)C[C@@H]1CNC[C@H]2C1
Electronic energy = -19433.71459 eV
Maximum force = 1.896 eV Å⁻¹

Element x y z (Å)
O 2.67408 0.93538 2.92083
C -1.25120 1.24449 0.12992
C -0.22664 1.91344 0.80262
C 1.05087 -0.11916 0.73176
C 0.04210 -0.79184 0.05153
C -1.15399 -0.10552 -0.20081
C 0.93307 1.20735 1.18817
N -1.12206 -0.93776 -2.94361
C 3.13476 2.27754 1.00094
C 1.58380 3.04105 2.82286
C 0.26535 -2.22659 -0.33410
C -2.41338 -0.54417 -2.34230
C -0.77068 -2.38553 -2.72567
C -2.24649 -2.27159 -0.63335
C -2.34963 -0.79049 -0.84293
C 2.05422 1.85024 1.97322
C -0.91486 -2.81035 -1.21582
H 1.96672 0.39416 3.30971
H -2.13111 1.78628 -0.12484
H -0.37198 2.95834 1.02586
H 1.95037 -0.68947 0.92244
H -0.38572 -0.37168 -2.51585
H 3.87254 2.91998 1.55691
H 2.75304 2.86146 0.17792
H 3.67062 1.43570 0.56428
H 2.39110 3.41709 3.48499
H 1.25642 3.87592 2.18408
H 0.73581 2.76016 3.49561
H 1.20174 -2.34393 -0.83885
H 0.33449 -2.82085 0.58378
H -3.21144 -1.10843 -2.81188
H -2.60540 0.51816 -2.57709
H -1.42220 -3.01163 -3.35519
H 0.26072 -2.52955 -3.13523
H -3.06837 -2.73199 -1.16993
H -2.39021 -2.47946 0.43375
H -3.25970 -0.40880 -0.37872
H -0.83675 -3.91798 -1.21499

Mulliken population analysis, charges in e, atoms 1 to 5: atom 1 (O): -0.6212, atom 2 (C): -1.2323, atom 3 (C): -0.7767, atom 4 (C): -0.8592, atom 5 (C): 1.4298

---

Entry 2:
One molecule with the formula C15H21NO4 at a distorted geometry. Source: OMol25; level of theory: ωB97M-V with the def2-TZVPD basis set.

Computed properties:
Kohn-Sham gap = 9.901 eV
Spin multiplicity = 1
Energy relative to the best compared isomer or geometry (same formula, charge and spin) = 21.8 kcal/mol
Structure (SMILES) = CC(C)[C@H](OC(=O)c1ccco1)C(=O)NC1CCCC1
Electronic energy = -25576.44186 eV
Maximum force = 1.084 eV Å⁻¹

Element x y z (Å)
C -2.18363 -1.40564 -3.16775
H -2.76174 -0.48710 -3.11332
H -2.86351 -2.24445 -3.29497
H -1.53318 -1.35147 -4.03710
C -1.36229 -1.58831 -1.89670
C -2.25902 -1.83363 -0.68534
H -1.66563 -1.89970 0.22461
H -2.80358 -2.76685 -0.80853
H -2.98004 -1.02604 -0.57893
C -0.45296 -0.36226 -1.66562
H 0.07126 -0.13256 -2.60153
C -1.26734 0.86610 -1.24379
O -1.95146 1.47916 -2.03690
N -1.16971 1.16614 0.05983
H -0.55612 0.61060 0.63613
C -1.84944 2.28035 0.68084
C -0.84612 3.22046 1.36898
H 0.13199 3.17730 0.89203
H -1.20967 4.24673 1.31512
C -0.82773 2.75463 2.82175
H -0.42015 3.50491 3.49733
H -0.23365 1.84414 2.91998
C -2.29952 2.45633 3.09416
H -2.83433 3.39199 3.26215
H -2.44535 1.82012 3.96574
C -2.79264 1.79283 1.80358
H -2.72280 0.70708 1.88215
H -3.83007 2.04364 1.59152
H -2.39053 2.78038 -0.12564
O 0.51611 -0.65169 -0.65307
C 1.67627 -1.19514 -1.04387
O 1.96237 -1.46984 -2.18230
C 2.56841 -1.40603 0.09943
C 3.82853 -1.95220 0.13704
C 4.23074 -1.91152 1.48658
C 3.19199 -1.34612 2.16830
O 2.18718 -1.03850 1.34465
H 3.06127 -1.12046 3.20886
H 5.15937 -2.25288 1.89476
H 4.37546 -2.32684 -0.70288
H -0.69530 -2.44973 -2.02371

Mulliken population analysis, charges in e, atoms 1 to 5: atom 1 (C): -1.5009, atom 2 (H): 0.3072, atom 3 (H): 0.4118, atom 4 (H): 0.3702, atom 5 (C): 0.3667

---

Entry 3:
C15H22Cl5GeN2S5SbSn as an isolated structure at a distorted geometry. Source: OMol25; level of theory: ωB97M-V with the def2-TZVPD basis set.

Computed properties:
Kohn-Sham gap = 6.133 eV
Spin multiplicity = 1
Energy relative to the best compared isomer or geometry (same formula, charge and spin) = 13.3 kcal/mol
Total charge = -2
Electronic energy = -204569.36397 eV
Maximum force = 1.137 eV Å⁻¹

Element x y z (Å)
Sn 2.11075 -0.24300 1.01444
S 5.03530 -2.04323 4.55606
Sb 4.32455 -0.11920 3.58993
S 4.56745 -0.34781 1.18361
S 1.91267 -0.10401 3.46706
S 5.06856 1.90238 4.30208
Cl 3.49028 1.15510 -1.62285
C 2.80305 2.34256 -0.55513
C 2.00124 1.91777 0.50371
C 1.28971 2.89780 1.18624
Cl 0.08086 2.45406 2.35022
C 1.45155 4.25516 0.90023
Cl 0.54565 5.45500 1.76039
C 2.34043 4.65334 -0.09290
Cl 2.57025 6.33418 -0.43782
C 3.00083 3.68916 -0.84563
Cl 4.03585 4.17360 -2.15007
C -1.19994 -2.71152 -1.65494
Ge 0.72239 -2.53368 -1.20543
C 1.36556 -4.40482 -1.29047
C 1.63617 -1.74336 -2.76268
C 0.79625 -1.79555 0.58286
H -1.35546 -3.38781 -2.50684
H -1.63953 -1.73739 -1.90136
H -1.73036 -3.11975 -0.78824
H 1.00658 -4.85687 -2.22309
H 1.00586 -5.01009 -0.45231
H 2.45964 -4.43514 -1.29326
H 1.32170 -2.27365 -3.66986
H 2.71887 -1.86788 -2.63991
H 1.42318 -0.68158 -2.88419
H 1.24517 -2.59597 1.18166
C -4.15631 0.84186 -1.91127
C -3.85705 1.14772 -0.44690
N -2.50299 1.67548 -0.24804
C -1.43384 0.77474 -0.26458
S -0.21746 0.89625 -1.42983
N -1.39849 -0.16460 0.67366
C -2.14911 -0.17627 1.92041
C -2.95979 -1.46040 2.07323
H -5.16516 0.42878 -2.01718
H -3.43700 0.11844 -2.30101
H -4.08947 1.74854 -2.51854
H -3.96272 0.23785 0.13759
H -4.56923 1.87810 -0.05959
H -2.29249 2.41981 -0.89621
H -0.54683 -0.81476 0.65579
H -2.77923 0.70892 1.96934
H -1.41938 -0.11935 2.73257
H -3.67581 -1.57576 1.25663
H -3.50507 -1.46317 3.02169
H -2.28764 -2.32003 2.05072

Mulliken population analysis, charges in e, atoms 1 to 5: atom 1 (Sn): 1.2029, atom 2 (S): -0.7238, atom 3 (Sb): 0.6640, atom 4 (S): -0.5208, atom 5 (S): -0.5281

---

Entry 4:
C15H22ClIrS4 as an isolated structure at a distorted geometry. Source: OMol25; level of theory: ωB97M-V with the def2-TZVPD basis set.

Computed properties:
Kohn-Sham gap (spin up / spin down) = 7.295 / 7.295 eV
Spin multiplicity = 1
Total charge = +2
Electronic energy = -74600.72397 eV
Maximum force = 2.123 eV Å⁻¹

Element x y z (Å)
Ir -0.13127 0.01315 0.14436
C -1.09763 -2.14949 -2.06016
C -2.46374 -1.58158 -1.76216
S -2.38739 0.01276 -0.92271
C -2.09602 1.25818 -2.19949
C -1.64023 2.50449 -1.44886
S -0.10620 2.28712 -0.49820
C 1.09934 2.13948 -1.83167
C 2.34502 1.59072 -1.19165
S 2.06440 0.00573 -0.38529
C 2.07546 -1.14724 -1.77329
C 1.53064 -2.45318 -1.23492
S -0.11724 -2.26452 -0.52850
H -0.55762 -1.54569 -2.78998
H -1.18556 -3.16554 -2.45062
H -3.01343 -2.22959 -1.07784
H -3.06318 -1.47503 -2.66672
H -3.03200 1.46292 -2.72075
H -1.36603 0.90754 -2.92769
H -2.38351 2.82187 -0.71526
H -1.47528 3.33812 -2.13266
H 1.28846 3.13630 -2.23273
H 0.71835 1.50925 -2.63457
H 2.68777 2.25167 -0.39276
H 3.17176 1.47428 -1.89327
H 3.10952 -1.28253 -2.09770
H 1.50186 -0.74062 -2.60662
H 2.15113 -2.82288 -0.41607
H 1.49590 -3.23370 -1.99529
Cl -1.61074 2.46558 2.45016
C -2.23491 0.86615 2.30621
C -3.60716 0.70417 2.31078
C -4.14344 -0.57116 2.20252
C -3.32714 -1.69999 2.10714
C -1.96088 -1.53974 2.12405
C -1.37000 -0.25453 2.20620
C 0.07373 -0.12915 2.25282
H -4.25005 1.56804 2.40864
H -5.22010 -0.68899 2.21518
H -3.76536 -2.68812 2.06325
H -1.30487 -2.40141 2.10284
H 0.63749 -1.01424 2.52550
H 0.48646 0.78898 2.65199

Mulliken population analysis, charges in e, atoms 1 to 5: atom 1 (Ir): 0.5070, atom 2 (C): -0.7217, atom 3 (C): -0.8958, atom 4 (S): 0.1044, atom 5 (C): -0.8174

---

Entry 5:
A 2-piece molecular cluster, C15H22ClN5O3 overall at a distorted geometry. Source: OMol25; level of theory: ωB97M-V with the def2-TZVPD basis set.

Computed properties:
Kohn-Sham gap = 8.386 eV
Spin multiplicity = 1
Structure (SMILES) = Nc1nc2cc(Cl)ccc2n1CCCO.CNC(=O)CNC(C)=O
Electronic energy = -42028.76546 eV
Maximum force = 1.863 eV Å⁻¹

Element x y z (Å)
O -4.63860 1.70291 -1.98522
O -1.80156 0.48267 1.03295
Cl 5.49933 2.60630 3.22709
N 2.33728 0.52941 -0.38296
O -0.31888 -4.79342 2.25067
C -3.70720 1.66084 -2.77502
C -1.82710 1.07724 -0.03695
C 1.69688 -0.60071 -0.36124
C 4.14578 0.23700 3.35512
C 3.83481 1.54399 1.33742
C 3.28724 -0.75380 2.85812
C 4.42251 1.38537 2.59892
C 2.98378 0.55614 0.84436
C 2.71327 -0.58326 1.59415
N 1.02298 -0.94431 -1.49752
N -1.43704 2.35963 -0.04026
N -2.56334 1.02326 -2.52769
N 1.86709 -1.33449 0.80363
C -3.81682 2.36450 -4.10730
C -1.30553 3.31648 -1.13655
C -2.29670 0.29215 -1.28236
C -0.91089 -3.89849 1.30968
C 1.28884 -2.65378 1.10827
C -0.21909 -2.53871 1.36410
H -0.46738 -4.47811 3.15942
H 4.60249 0.12039 4.33272
H 4.03925 2.42288 0.73773
H 3.07434 -1.64061 3.44606
H 1.31497 -0.37775 -2.28719
H 0.90558 -1.93982 -1.64342
H -1.16757 2.68602 0.87558
H -1.84387 1.04397 -3.23014
H -4.84229 2.70962 -4.23450
H -3.56678 1.67268 -4.90855
H -3.14144 3.21723 -4.12360
H -0.80803 4.21653 -0.77193
H -0.70422 2.89094 -1.94076
H -2.29277 3.59614 -1.50815
H -3.20630 -0.23621 -0.99424
H -1.54070 -0.46243 -1.48613
H -0.82296 -4.31852 0.30200
H -1.97711 -3.77824 1.53017
H 1.47720 -3.32888 0.26784
H 1.77757 -3.08820 1.98558
H -0.39134 -2.06556 2.33600
H -0.67564 -1.89895 0.60410

Mulliken population analysis, charges in e, atoms 1 to 5: atom 1 (O): -0.6403, atom 2 (O): -0.7257, atom 3 (Cl): -0.2288, atom 4 (N): -0.8681, atom 5 (O): -0.5370